ORCA calculation (ωB97M-V/def2-TZVPD) on a 2-piece molecular cluster, C5H10O2 overall.

The calculation puts the calculated total energy at -9440.29963 eV. For the molar mass, the calculation gives 102.13 g/mol. The value obtained for the max |F| is 0.6 eV Å⁻¹. The value obtained for the relative energy (zero: lowest compared OMol25 entry of this formula, charge and spin) is 2.743 eV. The SMILES is CCC(C=O)C=O.[H][H].

Each line ends with the Mulliken charge.
Positions of all 17 atoms, in Å:
C1 -2.0864 -0.2400 -0.7287  -1.27
H1 -0.4028 0.5818 2.1878  0.39
H2 2.9434 -1.2594 1.5701  0.19
H3 0.0338 1.7807 0.2466  0.34
C2 -0.1068 -0.0449 1.3276  -0.31
C3 -0.6937 0.2459 -1.1289  -0.59
H4 2.2739 -1.5718 1.4965  -0.18
H5 2.3852 1.0805 0.4091  0.46
H6 -0.1547 -0.5193 -1.6902  0.31
O1 2.1058 -0.0811 -1.2114  -0.47
H7 -2.7219 -0.3967 -1.6067  0.39
C4 1.6868 0.5596 -0.2812  -0.35
H8 -2.5913 0.4843 -0.0811  0.31
H9 -0.7899 1.0917 -1.8119  0.37
H10 -2.0277 -1.1804 -0.1778  0.33
O2 -0.0535 -1.2443 1.4421  -0.45
C5 0.1999 0.7133 0.0382  0.53



ORCA calculation (ωB97M-V/def2-TZVPD) on one molecule with the formula CH3Cl2O2P.

The calculation puts the calculated total energy at -39516.41628 eV. For the molar mass, the calculation gives 148.91 g/mol. The value obtained for the max |F| is 2.3 eV Å⁻¹. The value obtained for the relative energy (zero: lowest compared OMol25 entry of this formula, charge and spin) is 0.000 eV. The SMILES is O=[P@](O)(Cl)CCl.

Each line ends with the Mulliken charge.
Positions of all 9 atoms, in Å:
P1 1.0893 0.6489 -0.4049  0.91
O1 0.2002 1.9860 0.0464  -0.50
O2 1.2606 0.6398 -1.8566  -0.59
H1 0.1522 -0.9681 1.2620  0.31
C1 0.4910 -1.0687 0.2260  -0.47
H2 0.0812 2.4383 -0.7989  0.34
Cl1 1.8317 -2.1672 0.1257  -0.11
H3 -0.3374 -1.3861 -0.3996  0.30
Cl2 2.7788 0.9007 0.5932  -0.19



ORCA calculation (ωB97M-V/def2-TZVPD) on C3H8O as an isolated structure.

The calculation puts the calculated total energy at -5285.38610 eV. For the molar mass, the calculation gives 60.10 g/mol. The value obtained for the max |F| is 4.2 eV Å⁻¹. The value obtained for the relative energy (zero: lowest compared OMol25 entry of this formula, charge and spin) is 2.764 eV.

Each line ends with the Mulliken charge.
Positions of all 12 atoms, in Å:
H1 1.1929 0.1653 1.4257  0.28
H2 -0.9001 1.9517 0.3237  0.29
H3 0.9182 1.6463 0.1549  0.34
H4 -0.3310 -0.2195 2.1859  0.29
H5 -0.0139 0.0275 -1.4010  0.42
C1 -0.0797 1.5456 -0.2591  -1.22
C2 -0.4350 -0.3382 0.0552  0.03
C3 0.3177 -0.4679 1.3414  -1.04
H6 -1.5044 -0.5284 0.0115  0.35
O1 0.1290 -0.9163 -1.1819  -0.53
H7 -0.0076 2.0390 -1.2347  0.44
H8 0.6551 -1.5119 1.3012  0.34



ORCA calculation (ωB97M-V/def2-TZVPD) on C17H19BN6O3Pd as an isolated structure.

The calculation puts the calculated total energy at -37158.50385 eV. For the molar mass, the calculation gives 472.61 g/mol. The value obtained for the max |F| is 2.8 eV Å⁻¹. Its multiplicity is 3. Its net charge is +2.

Each line ends with the Mulliken charge.
Positions of all 47 atoms, in Å:
C1 -2.3152 0.8981 1.8349  -0.68
H1 0.2725 -0.5162 6.3184  0.43
H2 -0.2696 3.1748 0.2601  0.41
O1 -0.6758 2.6203 3.1773  -0.49
C2 -0.7496 1.3503 3.6565  0.70
H3 -1.2949 -2.1362 5.2945  0.48
C3 -1.5589 0.3802 3.0333  1.09
O2 -3.3799 1.4919 2.0769  -0.46
H4 -3.0884 -1.6768 -1.6101  0.47
H5 -1.5673 -0.2584 -5.4490  0.47
H6 0.3858 -1.3456 1.3542  0.11
C4 0.0109 3.2758 -3.0380  -0.02
N1 0.1317 1.9681 -2.7047  0.08
N2 -0.0888 1.8313 -1.3530  0.28
N3 1.4032 -0.2175 -2.8570  0.24
H7 -2.5233 -1.5066 3.1966  0.64
C5 -0.0387 0.9961 4.8227  -0.53
C6 -1.1281 -1.1695 4.8317  -0.42
C7 2.3556 -1.3378 -1.2025  -0.28
O3 -1.8564 0.8274 0.6265  -0.52
C8 -0.1941 3.9986 -1.8601  -1.12
H8 -1.4264 2.7843 2.5581  0.48
H9 -0.3221 5.0683 -1.7785  0.42
C9 -2.5621 -1.2022 -2.4324  -0.41
B1 0.3665 0.7007 -3.5680  0.02
C10 -2.8225 -1.2150 -3.8165  -1.12
C11 -1.8105 -0.8339 3.6609  -0.50
N4 1.2923 -0.5691 -1.5182  0.15
Pd1 -0.3691 -0.0851 -0.4468  0.18
H10 0.0624 3.5861 -4.0681  0.49
H11 0.6589 0.9325 -4.6988  -0.01
N5 -0.9631 -0.0798 -3.4523  0.14
H12 2.5354 -1.6343 -0.1801  0.53
N6 -1.4416 -0.4832 -2.2236  0.48
C12 -0.2492 -0.2505 5.3996  -0.49
H13 0.6456 1.7089 5.2846  0.49
C13 3.0868 -1.5838 -2.3762  -1.13
C14 2.4396 -0.8862 -3.3956  -0.01
C15 -0.2118 3.0498 -0.8172  -0.16
H14 -0.7864 -1.9979 0.1253  0.27
H15 -3.6394 -1.6902 -4.3251  0.42
H16 -0.9032 -2.4431 1.8444  0.35
H17 0.4843 -3.0344 0.8099  0.41
C16 -1.7936 -0.5017 -4.4228  -0.03
H18 3.9642 -2.1934 -2.4806  0.42
H19 2.5930 -0.8214 -4.4565  0.49
C17 -0.2016 -2.2181 1.0424  -0.73



ORCA calculation (ωB97M-V/def2-TZVPD) on a 6-piece molecular cluster, C14H44N3O6 overall.

The calculation puts the calculated total energy at -31979.43741 eV. For the molar mass, the calculation gives 350.52 g/mol. The value obtained for the max |F| is 3.8 eV Å⁻¹. Its multiplicity is 2.

Each line ends with the Mulliken charge.
Positions of all 67 atoms, in Å:
C1 -4.3684 -3.0566 0.6221  -1.54
H1 -4.3602 -3.2965 1.6854  0.41
H2 -0.5433 0.6678 1.0980  0.50
H3 -3.0521 -1.4253 1.9606  0.33
C2 2.1196 -2.7835 -1.0533  0.44
H4 -4.1023 2.7027 -2.5005  0.27
N1 -0.1221 0.8923 2.7799  -0.73
H5 6.0609 -2.0393 -1.8294  0.27
H6 -0.0970 3.5119 1.8633  0.29
H7 2.8026 2.6701 2.5610  0.42
H8 1.7409 1.9352 -1.3743  0.15
H9 0.8415 -4.0460 -0.1944  0.35
H10 -3.3916 -1.3044 -1.5315  0.21
H11 5.4474 -3.1253 -2.9105  0.30
C3 -1.1092 -1.7054 -2.8489  -0.88
H12 1.9423 1.9006 1.2250  0.14
H13 -1.6156 -0.2688 0.3642  0.35
H14 -5.1134 -2.2757 0.4699  0.46
C4 0.8297 1.9337 3.1240  0.24
H15 0.1166 -2.8645 -1.0297  0.07
H16 1.1725 3.2275 -0.3573  0.01
H17 -1.2068 -2.6563 -3.3726  0.28
H18 -0.2563 3.9730 -2.3371  0.33
O1 -1.1006 2.1896 -1.7633  -1.40
O2 0.7828 4.4144 3.5957  -0.35
H19 3.2411 -4.2370 -2.0929  0.39
N2 -2.7847 -1.1792 1.0183  -0.98
C5 0.2702 5.6865 3.2760  -0.77
C6 -2.8260 -2.2006 -1.2766  -1.24
H20 2.8152 -1.1599 0.3027  0.37
O3 -1.4373 -1.9798 -1.5306  0.12
O4 4.6579 -3.3291 -1.0128  -0.37
H21 -3.1178 -3.0930 -1.8304  0.52
H22 2.0806 3.4464 -1.8831  0.45
H23 -0.9495 3.3029 3.3635  0.45
H24 -2.7973 1.9336 -2.1021  0.23
H25 -0.0862 -1.3304 -2.8188  0.18
H26 -0.8717 0.8291 3.4539  0.25
C7 5.1116 -2.5178 -2.0701  -0.69
H27 -0.8683 0.9647 -0.3935  0.09
H28 -1.7452 -0.9492 -3.3090  0.38
C8 2.1012 1.8766 2.3031  -1.41
H29 2.2262 -2.1327 -1.9212  0.30
H30 4.4448 -1.7120 -2.3770  0.28
C9 1.2625 2.9144 -1.3974  -0.79
C10 0.0483 3.3115 2.9249  -0.70
C11 -2.9651 -2.4323 0.2522  0.22
H31 -2.1506 -3.1244 0.4657  0.15
H32 -3.5853 -0.6160 0.7698  0.48
H33 -4.1350 1.5244 -1.5098  0.25
H34 0.3086 2.7379 -3.2597  0.32
H35 1.1590 1.8704 4.1611  0.42
H36 2.2703 -2.6396 1.0721  0.38
H37 -0.7619 5.7955 3.6093  0.31
C12 2.0618 -1.9464 0.2573  -1.05
O5 -3.7272 1.8376 -2.3204  0.04
H38 0.8348 6.4629 3.7923  0.28
N3 0.8682 -3.5381 -1.0669  -0.51
O6 -0.8286 0.2729 0.2709  0.32
H39 3.2786 -4.5842 -0.2935  0.32
H40 2.6922 0.9899 2.5324  0.42
H41 0.3393 6.0093 2.2372  0.30
H42 0.3825 0.0520 3.0232  0.26
H43 -4.6754 -3.9373 0.0581  0.39
C13 0.0144 2.9229 -2.2266  -0.62
C14 3.3212 -3.8342 -1.0833  -0.83
H44 1.1054 -1.4394 0.3848  0.17



ORCA calculation (ωB97M-V/def2-TZVPD) on a 2-piece molecular cluster, C2H2IOS overall.

The calculation puts the calculated total energy at -23089.31784 eV. For the molar mass, the calculation gives 201.01 g/mol. The value obtained for the max |F| is 2.4 eV Å⁻¹. The value obtained for the relative energy (zero: lowest compared OMol25 entry of this formula, charge and spin) is 1.935 eV. Its net charge is -1.

Each line ends with the Mulliken charge.
Positions of all 7 atoms, in Å:
I1 -2.3929 -0.2207 0.0173  -0.31
S1 2.4439 -0.7985 -0.7549  -0.37
C1 1.2226 -1.1643 0.1947  0.53
H1 -0.9387 1.6936 -0.8667  0.18
O1 0.4643 -1.5730 0.9395  -0.28
C2 -0.5304 0.8582 -0.2422  -0.93
H2 -0.2688 1.2047 0.7124  0.18



ORCA calculation (ωB97M-V/def2-TZVPD) on C21H31BClLaN3O2 as an isolated structure.

The calculation puts the calculated total energy at -44905.42675 eV. For the molar mass, the calculation gives 542.67 g/mol. The value obtained for the max |F| is 3.6 eV Å⁻¹. Its net charge is -1.

Each line ends with the Mulliken charge.
Positions of all 60 atoms, in Å:
H1 -3.2802 0.0208 -0.6434  0.22
H2 -2.6052 -2.2244 -0.1537  0.22
H3 2.3225 -2.1195 2.1606  0.42
C1 0.4141 3.8430 2.2122  -1.61
H4 0.1545 -2.9843 2.9604  0.20
H5 -2.5311 2.2384 -0.1117  0.21
H6 3.0853 3.6330 1.5667  0.46
C2 -1.1438 2.5119 -3.8944  -1.45
C3 -0.6717 -2.9102 -0.5468  0.40
C4 -1.4403 -1.2003 -3.1850  0.80
H7 -2.4439 3.2901 -1.5431  0.34
H8 -0.0331 1.1776 5.8369  -0.13
H9 2.9542 -3.6967 1.6501  0.46
H10 0.8822 -0.5710 6.2187  -0.14
H11 2.4204 2.0778 2.1043  0.41
O1 -0.1376 4.0789 -0.9720  -0.42
H12 0.8294 -5.4531 0.2544  0.26
H13 -0.5684 4.2883 2.0118  0.37
C5 -1.9617 -1.1835 -1.8857  1.07
O2 -0.2295 -4.1021 -0.9358  -0.42
C6 0.9574 -4.4250 -0.1123  -0.93
H14 -0.8341 0.0194 -4.8473  0.20
H15 0.9782 5.4245 0.1675  0.25
C7 1.0733 4.3858 -0.1806  -0.93
H16 0.2896 3.0236 2.9329  0.21
C8 0.9518 -3.3540 0.9754  2.07
N1 1.2058 -0.0046 3.0321  -0.47
H17 -0.8702 -2.2572 -4.9401  0.41
H18 2.8396 -2.3854 0.4512  0.43
C9 0.2634 -3.8188 2.2549  -1.59
C10 -2.5061 0.0183 -1.4105  -0.59
H19 1.0534 4.6084 2.6671  0.43
H20 -0.9900 -0.5677 5.4772  -0.11
H21 -2.4880 -3.2589 -1.5952  0.32
C11 -1.9425 1.2126 -1.8729  1.00
C12 -1.4231 1.2320 -3.1744  0.80
C13 1.0624 3.3347 0.9277  2.07
H22 -2.0815 -3.0972 -3.9683  0.29
C14 -1.9535 2.4590 -1.0195  -1.58
C15 -1.2108 0.0151 -3.8237  -1.23
H23 1.9419 4.2748 -0.8493  0.37
C16 -1.1777 -2.4788 -3.9156  -1.47
C17 2.4518 2.7935 1.2590  -2.14
H24 -2.0419 3.1417 -3.9465  0.29
H25 -0.8306 2.2946 -4.9187  0.41
H26 -0.7299 -4.2330 2.0427  0.37
H27 0.8681 -4.5979 2.7321  0.43
H28 1.8414 -4.3494 -0.7643  0.37
Cl1 3.1877 -0.0616 -0.8766  -0.67
H29 -0.3534 3.1023 -3.4158  0.23
C18 -0.6019 2.9066 -0.5512  0.40
N2 0.1657 2.2852 0.3343  -0.36
N3 0.0950 -2.2918 0.3422  -0.36
H30 2.9156 2.3113 0.3847  0.42
B1 0.0922 0.0044 5.4919  0.09
H31 -0.3899 -3.0798 -3.4509  0.24
C19 2.3484 -2.8441 1.3232  -2.16
C20 -2.0051 -2.4393 -1.0483  -1.60
C21 0.7001 -0.0012 4.1007  0.13
La1 1.1315 -0.0169 0.6804  1.27



ORCA calculation (ωB97M-V/def2-TZVPD) on one molecule with the formula C3H6Cl2S.

The calculation puts the calculated total energy at -39087.55026 eV. For the molar mass, the calculation gives 145.05 g/mol. The value obtained for the max |F| is 3.5 eV Å⁻¹. The value obtained for the relative energy (zero: lowest compared OMol25 entry of this formula, charge and spin) is 0.752 eV. The SMILES is C[C@@H](S)C(Cl)Cl.

Each line ends with the Mulliken charge.
Positions of all 12 atoms, in Å:
H1 0.6346 0.7780 -1.2534  0.38
C1 0.2676 0.0382 -0.3516  -0.27
C2 0.4708 0.5227 1.1377  -1.05
H2 0.3408 -0.4796 1.6175  0.40
H3 -1.4012 -0.6952 -1.4539  0.48
H4 1.4515 1.1396 1.2737  0.28
S1 1.1766 -1.4927 -0.8056  -0.16
Cl1 -1.9869 1.3314 -0.5466  -0.14
H5 2.2990 -0.7207 -1.1795  0.16
Cl2 -1.7549 -1.3255 0.7274  -0.16
C3 -1.1745 -0.2357 -0.5859  -0.27
H6 -0.3235 1.1394 1.4202  0.35